(1)
Below is C21H45N7O4PV as an isolated structure, with properties calculated with ωB97M-V/def2-TZVPD.

Summary:
HOMO-LUMO gap (alpha / beta) ... 7.93 / 8.19 eV
LUMO energy (alpha / beta) ... -5.852 / -5.621 eV
Net charge ... +2
Energy relative to the best compared isomer or geometry (same formula, charge and spin) ... 51.3 kJ/mol
2S+1 ... 3
Expectation value of S² ... 2.011

```
79
Properties=species:S:1:pos:R:3:mulliken_spin:R:1
V -1.906 0.340 -1.067 2.051
N -3.913 -0.147 -1.541 -0.004
C -4.129 0.735 -2.693 0.010
C -3.100 0.406 -3.775 0.010
N -1.734 0.307 -3.220 -0.046
C -1.099 -0.939 -3.690 0.015
C -1.526 -2.078 -2.772 -0.004
N -1.252 -1.633 -1.413 -0.001
C -0.916 1.478 -3.570 -0.007
C 0.327 1.525 -2.679 0.016
N -0.097 1.376 -1.288 -0.032
H -4.183 -1.100 -1.790 0.005
H -4.519 0.136 -0.770 0.003
H -4.007 1.769 -2.357 -0.001
H -5.139 0.624 -3.112 0.001
H -3.147 1.162 -4.566 0.002
H -3.375 -0.549 -4.231 -0.002
H -0.014 -0.845 -3.632 -0.001
H -1.356 -1.151 -4.736 0.000
H -1.001 -3.004 -3.039 0.000
H -2.599 -2.271 -2.873 -0.001
H -0.241 -1.585 -1.239 0.003
H -1.612 -2.308 -0.742 0.008
H -1.515 2.374 -3.378 -0.003
H -0.617 1.457 -4.627 0.003
H 0.863 2.465 -2.850 -0.001
H 1.016 0.713 -2.926 0.000
H -0.214 2.293 -0.858 0.011
H 0.620 0.863 -0.762 -0.030
C -0.193 -0.970 5.287 0.000
O -1.076 0.131 5.308 0.002
C -1.549 0.602 4.160 0.007
C -2.416 1.716 4.260 -0.005
C -2.923 2.306 3.140 0.006
C -2.611 1.836 1.843 0.014
C -3.064 2.484 0.649 0.006
C -3.898 3.727 0.773 0.000
O -2.773 2.076 -0.504 -0.052
C -1.827 0.638 1.742 -0.002
O -1.699 0.032 0.610 -0.016
C -1.275 0.076 2.903 -0.009
H 0.107 -1.139 6.319 0.000
H 0.689 -0.741 4.685 0.000
H -0.686 -1.867 4.901 0.000
H -2.664 2.075 5.245 0.000
H -3.579 3.153 3.256 -0.001
H -3.315 4.510 1.259 0.000
H -4.783 3.546 1.382 0.001
H -4.206 4.082 -0.209 -0.001
H -0.670 -0.806 2.767 0.003
C 5.064 -1.760 -0.601 0.000
N 3.755 -1.242 -0.935 0.000
C 3.424 -1.373 -2.333 0.000
P 2.627 -0.887 0.222 -0.001
O 1.254 -0.808 -0.360 0.040
N 2.822 -2.116 1.359 0.000
C 2.741 -1.927 2.786 0.000
C 2.460 -3.444 0.911 0.000
N 3.027 0.605 0.865 0.000
C 4.398 0.954 1.195 0.000
C 2.050 1.322 1.667 0.000
H 5.836 -1.173 -1.101 0.000
H 5.157 -2.796 -0.938 0.000
H 5.215 -1.729 0.475 0.000
H 4.001 -0.665 -2.932 0.000
H 2.360 -1.191 -2.473 -0.001
H 3.661 -2.382 -2.681 0.000
H 2.944 -0.889 3.031 0.000
H 3.481 -2.557 3.288 0.000
H 1.751 -2.200 3.170 0.000
H 2.528 -3.487 -0.175 0.000
H 1.438 -3.705 1.208 0.000
H 3.144 -4.180 1.336 0.000
H 5.065 0.630 0.405 0.000
H 4.727 0.525 2.145 0.000
H 4.473 2.039 1.269 0.000
H 1.055 0.916 1.486 0.001
H 2.063 2.381 1.392 0.000
H 2.273 1.261 2.738 0.000
```

---

(2)
Below is a 3-piece molecular cluster, C24H58FN6O9P2S overall, with properties calculated with ωB97M-V/def2-TZVPD.

Summary:
HOMO-LUMO gap ... 6.19 eV
LUMO energy ... 1.699 eV
Net charge ... -1

```
101
Properties=species:S:1:pos:R:3:lowdin_charge:R:1
C 1.905 3.750 3.757 -0.115
C 1.027 3.149 2.586 -0.270
C 1.467 3.691 1.162 -0.174
C 1.049 2.609 0.091 -0.202
C 0.176 3.145 -1.109 -0.193
C -0.969 4.154 -0.723 -0.198
C -1.848 3.722 0.503 -0.200
C -3.289 3.197 0.097 -0.184
C -4.191 3.186 1.418 -0.182
C -4.740 1.733 1.746 -0.192
C -4.100 1.155 3.067 -0.202
C -3.797 -0.388 3.023 -0.197
C -2.250 -0.686 3.023 -0.199
C -1.544 0.064 1.834 -0.188
C -2.044 -0.366 0.401 -0.172
C -2.128 -1.914 0.186 -0.189
C -0.788 -2.568 -0.313 -0.175
C 0.516 -1.920 0.266 -0.140
C 1.699 -2.303 -0.716 -0.268
O 2.928 -1.999 -0.070 -0.323
P 3.434 -0.437 -0.591 0.373
N 4.087 1.192 -1.027 -0.187
P 4.022 -0.071 1.573 0.856
O 2.681 0.770 2.284 -0.383
O 3.986 -1.624 2.320 -0.348
S 5.511 -1.109 -1.051 0.646
O 5.692 -2.577 -0.914 -0.396
O 5.976 -0.600 -2.376 -0.394
F 6.496 -0.366 0.074 -0.311
O 2.838 -0.716 -2.198 -0.202
C 1.614 -1.457 -2.098 -0.523
O 1.697 -2.444 -3.119 0.022
N 0.578 -0.415 -2.201 0.044
C -0.373 -0.640 -3.302 -0.259
C -1.210 0.687 -3.538 -0.099
H 1.403 3.575 4.740 0.063
H 2.899 3.251 3.739 0.067
H 1.981 4.848 3.574 0.066
H -0.058 3.325 2.773 0.089
H 1.160 2.036 2.580 0.059
H 1.079 4.714 0.963 0.097
H 2.585 3.781 1.201 0.108
H 1.993 2.196 -0.342 0.054
H 0.461 1.785 0.570 0.084
H -0.297 2.271 -1.625 0.063
H 0.849 3.625 -1.863 0.110
H -0.466 5.121 -0.453 0.092
H -1.576 4.396 -1.635 0.106
H -1.400 2.917 1.124 0.070
H -2.002 4.623 1.145 0.111
H -3.755 3.872 -0.660 0.100
H -3.207 2.172 -0.341 0.083
H -5.005 3.936 1.306 0.098
H -3.505 3.439 2.266 0.089
H -4.679 1.047 0.874 0.086
H -5.836 1.849 1.966 0.100
H -4.829 1.335 3.902 0.103
H -3.174 1.709 3.378 0.097
H -4.191 -0.824 3.983 0.102
H -4.359 -0.900 2.210 0.071
H -2.044 -1.787 2.992 0.099
H -1.806 -0.329 3.988 0.108
H -0.443 -0.119 1.933 0.087
H -1.678 1.159 2.025 0.079
H -2.987 0.144 0.098 0.079
H -1.259 0.012 -0.313 0.090
H -2.890 -2.082 -0.625 0.090
H -2.509 -2.486 1.063 0.096
H -0.798 -3.635 0.044 0.113
H -0.724 -2.650 -1.429 0.083
H 0.788 -2.334 1.266 0.122
H 0.514 -0.812 0.291 0.066
H 1.636 -3.362 -1.057 0.148
H 2.213 0.255 -0.261 0.012
H 3.964 1.789 -0.202 -0.008
H 3.413 1.543 -1.713 0.024
H 2.204 0.149 2.851 0.030
H 3.103 -1.776 2.679 0.016
H 0.898 -2.983 -3.134 0.089
H 1.092 0.438 -2.424 0.113
H -1.128 -1.437 -3.109 0.100
H 0.108 -0.882 -4.284 0.117
H -2.038 0.381 -4.233 0.070
H -1.717 1.029 -2.604 0.053
H -0.620 1.483 -4.040 0.075
C 7.704 -5.123 -3.706 -0.698
O 7.923 -5.996 -4.541 -0.013
N 8.557 -4.085 -3.486 0.151
N 6.593 -5.109 -2.926 0.164
H 8.386 -3.364 -2.808 0.096
H 9.392 -4.051 -4.039 0.095
H 5.933 -5.853 -3.053 0.099
H 6.409 -4.396 -2.240 0.066
C -6.022 -2.850 -0.006 -0.669
O -5.379 -2.082 0.691 0.027
N -7.385 -2.846 -0.043 0.148
N -5.431 -3.780 -0.809 0.157
H -7.924 -3.470 -0.610 0.089
H -7.857 -2.175 0.535 0.103
H -4.427 -3.814 -0.809 0.093
H -5.944 -4.417 -1.386 0.092
```

---

(3)
Below is C16H40IO2P2ScSi2 as an isolated structure, with properties calculated with ωB97M-V/def2-TZVPD.

Summary:
HOMO-LUMO gap ... 4.50 eV
LUMO energy ... -9.315 eV
Net charge ... +2

```
64
Properties=species:S:1:pos:R:3:lowdin_charge:R:1
C -0.023 0.531 -4.643 0.059
C -0.088 1.386 -3.512 0.025
H 0.003 1.110 -5.595 0.170
H -0.906 -0.142 -4.636 0.136
H 0.881 -0.104 -4.562 0.130
O -0.116 2.351 -2.855 0.330
I 0.090 -2.734 -2.229 0.392
Sc -0.072 -0.945 -0.284 -0.010
P 2.544 -0.349 -0.405 0.744
C 3.112 1.021 0.653 -0.242
C 3.712 -1.677 0.098 -0.221
H 4.741 -1.373 -0.149 0.071
H 4.323 0.335 -1.896 0.069
H 3.466 -2.593 -0.456 0.056
H 3.177 -0.801 -2.684 0.045
H 3.056 0.712 1.706 0.058
H 3.643 -1.883 1.175 0.053
C 3.263 0.075 -2.029 -0.258
H 4.148 1.284 0.402 0.071
H 2.731 0.917 -2.486 0.028
H 2.462 1.890 0.503 0.031
P -2.629 -0.248 -0.376 0.768
C -3.159 1.288 0.453 -0.240
C -3.275 0.003 -2.068 -0.254
H -3.718 -2.406 -0.213 0.062
H -4.885 -1.068 0.014 0.071
H -3.788 -1.549 1.348 0.045
C -3.876 -1.429 0.261 -0.216
H -3.130 -0.935 -2.618 0.044
H -4.346 0.243 -2.020 0.072
H -4.256 1.369 0.439 0.078
H -2.719 2.155 -0.054 0.047
H -2.746 0.810 -2.588 0.025
H -2.806 1.271 1.491 0.025
C -0.025 1.287 -0.247 -0.101
O 0.000 2.443 -0.120 0.151
C -1.534 -3.821 3.237 -0.173
Si -0.005 -3.367 2.223 0.388
C 1.560 -3.983 3.083 -0.164
C -0.105 -4.525 0.735 -0.251
C 0.176 -1.531 1.852 -0.470
Si -0.394 -0.411 3.259 0.400
C 0.334 -0.852 4.953 -0.176
C 0.132 1.382 3.013 -0.172
C -2.235 -0.461 3.695 -0.164
H -1.610 -4.918 3.270 0.049
H -2.462 -3.458 2.777 0.023
H -1.515 -3.470 4.276 0.032
H 1.465 -5.062 3.271 0.047
H 2.443 -3.849 2.444 0.025
H 1.760 -3.493 4.043 0.031
H -1.005 -4.401 0.126 -0.005
H 0.768 -4.416 0.087 -0.026
H -0.098 -5.549 1.137 0.050
H 1.282 -1.355 1.794 -0.023
H 1.422 -0.999 4.930 0.036
H 0.124 -0.005 5.623 0.042
H -0.128 -1.746 5.397 0.038
H -0.544 1.965 2.376 0.010
H 0.140 1.857 4.007 0.054
H 1.145 1.477 2.601 0.011
H -2.895 0.009 2.959 -0.007
H -2.591 -1.485 3.868 0.020
H -2.361 0.082 4.647 0.058
```

---

(4)
Below is a 7-piece molecular cluster, C15H33N3O18 overall, with properties calculated with ωB97M-V/def2-TZVPD.

Summary:
HOMO-LUMO gap ... 10.57 eV
LUMO energy ... -0.219 eV
Energy relative to the best compared isomer or geometry (same formula, charge and spin) ... 36.2 kJ/mol
SMILES ... C[N+](=O)[O-].C[N+](=O)[O-].C[N+](=O)[O-].COC(=O)OC.COC(=O)OC.COC(=O)OC.COC(=O)OC

```
69
Properties=species:S:1:pos:R:3:lowdin_charge:R:1
C -4.237 -0.436 -1.469 0.071
N -3.036 0.182 -2.081 -0.415
O -2.962 1.398 -2.155 0.066
O -2.104 -0.540 -2.398 0.050
H -4.760 0.348 -0.935 0.093
H -3.861 -1.210 -0.805 0.083
H -4.811 -0.887 -2.274 0.110
C 4.985 0.643 0.455 0.052
N 5.511 1.792 -0.348 -0.456
O 5.707 1.632 -1.532 0.065
O 5.791 2.812 0.245 0.058
H 5.570 -0.226 0.180 0.088
H 3.917 0.599 0.269 0.092
H 5.251 0.928 1.468 0.101
C -0.330 0.989 -0.086 0.043
N 0.229 0.134 1.000 -0.445
O -0.461 -0.069 1.973 0.071
O 1.330 -0.337 0.800 0.052
H -0.220 0.389 -0.985 0.074
H 0.183 1.943 -0.079 0.113
H -1.405 1.085 0.041 0.063
C -1.250 -2.933 0.612 0.001
O -2.621 -3.255 0.309 -0.002
C -3.453 -3.316 1.328 -0.642
O -3.154 -3.370 2.493 0.125
O -4.665 -3.571 0.827 -0.011
C -5.757 -3.721 1.723 -0.032
H -0.585 -3.389 -0.119 0.102
H -1.006 -3.512 1.506 0.104
H -1.131 -1.858 0.685 0.066
H -6.672 -3.527 1.168 0.093
H -5.695 -3.012 2.548 0.087
H -5.760 -4.754 2.074 0.102
C -5.043 3.712 0.908 -0.053
O -5.081 2.817 1.988 0.023
C -4.163 1.870 2.091 -0.600
O -3.270 1.703 1.298 0.111
O -4.431 1.154 3.176 0.041
C -3.914 -0.152 3.191 -0.054
H -5.692 3.441 0.072 0.096
H -4.061 3.943 0.500 0.097
H -5.466 4.657 1.253 0.095
H -2.955 -0.285 3.700 0.102
H -3.709 -0.579 2.208 0.080
H -4.548 -0.866 3.716 0.092
C 8.339 -3.463 3.158 -0.041
O 7.233 -2.617 2.880 0.008
C 6.371 -3.070 1.983 -0.636
O 6.492 -4.060 1.315 0.132
O 5.318 -2.270 1.966 -0.012
C 4.226 -2.600 1.109 -0.037
H 7.982 -4.413 3.551 0.101
H 8.989 -2.941 3.856 0.094
H 8.951 -3.611 2.266 0.098
H 3.437 -1.915 1.400 0.079
H 3.937 -3.647 1.142 0.100
H 4.529 -2.375 0.084 0.095
C 1.717 5.463 -5.727 -0.047
O 1.770 4.157 -5.171 0.008
C 0.626 3.701 -4.667 -0.628
O -0.456 4.181 -4.827 0.135
O 0.896 2.524 -4.107 0.016
C -0.212 1.906 -3.457 -0.057
H 2.670 5.660 -6.205 0.093
H 1.598 6.181 -4.909 0.098
H 0.864 5.645 -6.379 0.093
H -1.065 1.899 -4.128 0.094
H -0.411 2.418 -2.515 0.083
H -0.007 0.881 -3.158 0.075
```

---

(5)
Below is the molecule C7H6N2OS, with properties calculated with ωB97M-V/def2-TZVPD.

Summary:
HOMO-LUMO gap ... 8.41 eV
LUMO energy ... 0.606 eV
Energy relative to the best compared isomer or geometry (same formula, charge and spin) ... 56.8 kJ/mol
SMILES ... Nc1nc(-c2ccco2)cs1

```
17
Properties=species:S:1:pos:R:3:lowdin_charge:R:1
N 2.998 1.606 0.251 0.082
C 2.025 0.658 0.027 -0.662
N 0.747 0.954 -0.020 0.115
C 0.011 -0.237 0.014 -0.356
C -1.405 -0.232 -0.086 -0.235
C -2.363 -1.108 0.067 -0.034
C -3.514 -0.319 0.242 -0.086
C -3.237 0.975 -0.022 -0.089
O -1.883 1.105 -0.241 0.036
C 0.701 -1.366 0.007 -0.358
S 2.456 -1.081 -0.074 0.980
H 3.939 1.337 -0.104 0.110
H 2.676 2.471 -0.010 0.058
H -2.201 -2.201 0.281 0.145
H -4.477 -0.762 0.263 0.094
H -3.867 1.792 -0.239 0.109
H 0.179 -2.324 -0.194 0.092
```

---

(6)
Below is a 2-piece molecular cluster, C9H23NP2 overall, with properties calculated with ωB97M-V/def2-TZVPD.

Summary:
HOMO-LUMO gap ... 8.90 eV
LUMO energy ... 0.990 eV
Energy relative to the best compared isomer or geometry (same formula, charge and spin) ... 0.0 kJ/mol
SMILES ... CCP(CC)#P(CC)NC.C=C

```
35
Properties=species:S:1:pos:R:3:lowdin_charge:R:1
C -3.043 2.111 0.832 -0.177
C -1.726 1.770 0.151 -0.512
P -1.486 -0.068 -0.120 0.798
C -1.244 -0.621 1.654 -0.490
C -2.477 -1.311 2.227 -0.184
P 0.672 0.101 -0.565 0.765
C 0.586 0.297 -2.442 -0.471
C 0.511 1.749 -2.898 -0.184
N 1.065 -1.547 -0.386 -0.381
C 0.474 -2.604 -1.185 -0.193
H -3.159 3.193 0.899 0.067
H -3.883 1.707 0.268 0.066
H -3.077 1.703 1.841 0.054
H -0.884 2.163 0.729 0.059
H -1.703 2.238 -0.836 0.045
H -0.406 -1.325 1.656 0.047
H -0.970 0.242 2.268 0.069
H -2.290 -1.618 3.256 0.066
H -3.344 -0.652 2.221 0.051
H -2.724 -2.198 1.645 0.061
H 1.517 -0.147 -2.818 0.068
H -0.254 -0.275 -2.847 0.057
H 0.614 1.806 -3.982 0.066
H -0.444 2.196 -2.622 0.044
H 1.309 2.338 -2.443 0.062
H 2.068 -1.671 -0.277 0.050
H 0.881 -2.670 -2.201 0.069
H -0.600 -2.430 -1.249 0.039
H 0.644 -3.561 -0.685 0.074
C 4.425 -0.505 1.492 -0.071
C 3.361 0.193 1.142 -0.149
H 5.351 -0.456 0.940 0.044
H 4.426 -1.157 2.352 0.044
H 3.371 0.853 0.289 0.024
H 2.437 0.155 1.696 0.023
```

---

(7)
Below is an isolated ion of composition C13H18NSe and charge +1, with properties calculated with ωB97M-V/def2-TZVPD.

Summary:
HOMO-LUMO gap ... 8.43 eV
LUMO energy ... -3.184 eV
Net charge ... +1
Energy relative to the best compared isomer or geometry (same formula, charge and spin) ... 50.2 kJ/mol
SMILES ... c1ccc2c(c1)CC[Se]C21CC[NH2+]CC1

```
33
Properties=species:S:1:pos:R:3:lowdin_charge:R:1
C -1.182 3.859 -0.416 -0.086
C -1.010 3.341 0.826 -0.093
C -0.704 2.029 1.018 -0.034
C -0.457 1.238 -0.143 -0.069
C -0.682 1.718 -1.449 -0.209
C -1.112 3.042 -1.517 -0.036
C -0.545 0.764 -2.604 -0.218
C -1.518 -0.426 -2.627 -0.443
Se -1.136 -1.523 -1.069 1.089
C 0.081 -0.422 0.013 -0.545
C 1.591 -0.503 -0.376 -0.163
C 1.987 -1.934 -0.220 -0.198
N 1.851 -2.426 1.158 0.041
C 0.481 -2.282 1.654 -0.149
C 0.063 -0.832 1.518 -0.203
H -1.448 4.896 -0.659 0.124
H -1.022 3.962 1.686 0.107
H -0.539 1.639 2.012 0.100
H -1.296 3.616 -2.483 0.143
H -0.773 1.210 -3.562 0.107
H 0.627 0.408 -2.672 0.155
H -2.557 -0.096 -2.628 0.072
H -1.483 -1.158 -3.517 0.099
H 2.229 0.071 0.307 0.142
H 1.728 -0.287 -1.400 0.087
H 1.418 -2.543 -0.941 0.111
H 3.031 -2.185 -0.481 0.150
H 2.004 -3.471 1.000 0.222
H 2.615 -1.967 1.637 0.188
H 0.566 -2.737 2.642 0.144
H -0.230 -2.795 0.941 0.104
H -0.892 -0.574 1.881 0.099
H 0.706 -0.260 2.314 0.164
```

---

| no. | E_tot (eV) |
| --- | --- |
| 1 | -76096.730 |
| 2 | -85329.718 |
| 3 | -84457.084 |
| 4 | -57406.320 |
| 5 | -23217.819 |
| 6 | -29772.931 |
| 7 | -80601.153 |